[1]
The following is a DFT calculation (the ωB97M-V functional and the def2-TZVPD basis) of one molecule with the formula C3H3NO2.

Atoms and positions in Å:
O  2.027  -0.169  -0.086
C  0.685  -0.047  -0.051
C  -0.031  1.095  -0.159
O  -1.355  0.738  -0.106
C  -1.341  -0.591  0.045
N  -0.163  -1.125  0.083
H  2.268  -0.954  0.422
H  0.212  2.138  -0.266
H  -2.301  -1.084  0.119

SMILES string: Oc1cocn1
Total energy in eV: -8743.9446
Frontier orbital gap in eV: 9.896
ΔE to the lowest compared entry with this formula, charge and spin in eV: 1.1866
Net charge: 0
Molecular weight in Da: 85.1

Here are the natural (NBO) charges for atoms 1 to 4, given in e: O -0.66; C 0.36; C -0.04; O -0.40

[2]
The following is a DFT calculation (the ωB97M-V functional and the def2-TZVPD basis) of a 10-piece molecular cluster, C17H52ClO13 overall in a non-equilibrium geometry.

Atoms and positions in Å:
Cl  0.199  0.463  0.367
O  1.187  -0.505  0.765
O  -0.033  0.284  -1.052
O  -0.989  0.220  1.086
O  0.608  1.830  0.533
C  2.092  -3.746  -1.012
C  0.996  -4.320  -1.891
C  -0.001  -4.905  -0.922
O  0.447  -3.201  -2.587
H  2.778  -3.247  -1.698
H  2.685  -4.519  -0.522
H  1.737  -3.031  -0.270
H  1.476  -5.008  -2.587
H  -0.895  -5.309  -1.397
H  -0.367  -4.201  -0.176
H  0.508  -5.748  -0.453
H  -0.357  -2.924  -2.137
C  5.399  -1.498  -0.817
C  4.217  -0.687  -1.294
C  4.330  0.744  -0.801
O  4.194  -0.663  -2.674
H  5.480  -1.595  0.266
H  6.337  -1.007  -1.080
H  5.335  -2.531  -1.161
H  3.317  -1.182  -0.928
H  3.478  1.343  -1.125
H  5.257  1.163  -1.192
H  4.226  0.815  0.282
H  5.076  -0.445  -2.986
C  -3.869  -1.126  -1.397
C  -3.156  -2.326  -0.902
C  -3.566  -3.630  -1.531
O  -1.783  -2.165  -1.152
H  -3.618  -0.243  -0.808
H  -4.935  -1.269  -1.211
H  -3.702  -0.939  -2.457
H  -3.213  -2.355  0.188
H  -4.600  -3.841  -1.256
H  -2.913  -4.439  -1.206
H  -3.494  -3.583  -2.618
H  -1.556  -1.304  -0.788
C  -3.039  2.698  -1.238
C  -3.241  4.164  -1.132
C  -1.986  5.033  -1.159
O  -4.063  4.596  -2.189
H  -2.498  2.583  -2.179
H  -3.956  2.118  -1.345
H  -2.388  2.255  -0.485
H  -3.808  4.419  -0.234
H  -1.350  4.645  -1.955
H  -1.468  4.960  -0.203
H  -2.230  6.057  -1.441
H  -4.888  4.105  -2.214
C  -0.477  3.092  3.662
O  -0.941  3.624  2.439
H  -0.765  3.702  4.519
H  -1.030  2.167  3.830
H  0.603  2.956  3.730
H  -0.565  3.109  1.720
C  -3.879  1.680  2.256
O  -5.134  1.402  2.841
H  -3.093  1.514  2.995
H  -3.714  1.014  1.409
H  -3.828  2.743  2.023
H  -5.056  0.503  3.171
C  2.111  4.196  -1.807
O  2.069  5.010  -2.994
H  1.291  3.479  -1.763
H  3.045  3.637  -1.753
H  1.989  4.873  -0.961
H  1.246  4.814  -3.446
C  4.023  -0.875  2.939
O  3.293  -1.964  2.461
H  4.777  -0.502  2.243
H  3.485  0.051  3.148
H  4.568  -1.151  3.842
H  2.612  -1.681  1.846
C  0.201  -2.468  3.642
O  -0.746  -2.730  2.589
H  0.460  -1.410  3.676
H  -0.420  -2.676  4.514
H  1.093  -3.095  3.651
H  -0.613  -2.021  1.954

Total energy in eV: -57605.1206
Frontier orbital gap in eV: 9.562
ΔE to the lowest compared entry with this formula, charge and spin in eV: 0.5760
Net charge: -1
Molecular weight in Da: 500.0

Here are the Mulliken charges for atoms 1 to 4, given in e: Cl 1.70; O -0.20; O -0.91; O -0.56

[3]
The following is a DFT calculation (the ωB97M-V functional and the def2-TZVPD basis) of C20H48NbO7S7 as an isolated structure in a non-equilibrium geometry.

Atoms and positions in Å:
O  1.097  0.740  5.987
C  0.988  -0.186  5.193
C  0.101  -0.114  3.903
Nb  0.372  -1.776  2.351
S  -2.131  -2.250  2.384
C  1.835  -1.466  5.519
C  1.193  -2.521  6.301
C  1.956  -3.721  6.584
C  3.322  -3.800  6.063
C  3.950  -2.753  5.277
C  3.184  -1.529  4.997
H  -0.965  0.003  4.255
H  0.353  0.865  3.392
H  0.529  -3.106  3.586
H  0.630  -3.079  1.076
H  0.169  -0.611  0.943
H  2.167  -1.498  2.282
H  -2.297  -3.301  3.265
H  0.147  -2.351  6.640
H  1.486  -4.549  7.170
H  3.901  -4.724  6.290
H  4.975  -2.810  4.850
H  3.615  -0.696  4.392
C  0.511  4.227  0.031
S  1.611  3.041  0.826
O  0.761  2.012  1.475
C  2.185  4.161  2.119
H  0.007  3.726  -0.796
H  -0.230  4.583  0.746
H  1.093  5.063  -0.353
H  1.337  4.521  2.702
H  2.715  5.001  1.665
H  2.866  3.612  2.770
C  -2.355  0.428  -1.403
S  -1.391  -1.093  -1.500
O  0.043  -0.714  -1.429
C  -1.758  -1.435  -3.234
H  -2.235  0.843  -0.402
H  -1.992  1.145  -2.142
H  -3.408  0.203  -1.580
H  -1.433  -0.600  -3.856
H  -2.830  -1.600  -3.356
H  -1.219  -2.336  -3.529
C  0.574  0.242  -7.420
S  -1.196  -0.090  -7.454
O  -1.749  0.320  -6.133
C  -1.046  -1.887  -7.444
H  0.722  1.321  -7.382
H  1.019  -0.216  -6.535
H  1.039  -0.155  -8.324
H  -0.494  -2.208  -6.560
H  -0.531  -2.214  -8.349
H  -2.047  -2.315  -7.422
C  -5.262  -5.356  5.609
S  -3.582  -5.969  5.372
O  -2.826  -4.920  4.646
C  -4.018  -7.245  4.174
H  -5.226  -4.516  6.301
H  -5.674  -5.023  4.654
H  -5.883  -6.148  6.031
H  -4.509  -6.792  3.312
H  -4.679  -7.975  4.644
H  -3.103  -7.740  3.852
C  -3.033  8.092  -0.271
S  -2.066  6.572  -0.352
O  -0.631  6.955  -0.260
C  -2.420  6.218  -2.083
H  -2.925  8.515  0.727
H  -2.665  8.806  -1.010
H  -4.083  7.865  -0.457
H  -2.091  7.050  -2.707
H  -3.491  6.053  -2.209
H  -1.879  5.316  -2.366
C  4.783  1.593  -4.518
S  5.425  1.468  -6.198
O  4.478  2.192  -7.093
C  5.104  -0.296  -6.387
H  4.849  2.633  -4.202
H  3.741  1.271  -4.493
H  5.385  0.973  -3.852
H  4.042  -0.497  -6.243
H  5.695  -0.853  -5.658
H  5.397  -0.592  -7.393

Total energy in eV: -113236.7456
Frontier orbital gap in eV: 5.741
ΔE to the lowest compared entry with this formula, charge and spin in eV: 0.0000
Net charge: -1
Molecular weight in Da: 718.0

Here are the Mulliken charges for atoms 1 to 4, given in e: O -0.58; C 0.09; C -0.35; Nb -1.05

[4]
The following is a DFT calculation (the ωB97M-V functional and the def2-TZVPD basis) of C16H33N9O2Pd as an isolated structure.

Atoms and positions in Å:
Pd  0.810  0.634  0.192
C  4.693  3.436  -2.677
N  4.327  2.292  -1.844
C  5.374  1.375  -1.404
C  3.070  2.090  -1.405
N  2.742  1.178  -0.538
N  2.114  2.921  -1.974
C  0.788  3.119  -1.627
N  0.203  4.149  -2.272
N  0.176  2.383  -0.769
H  5.774  3.491  -2.730
H  4.346  4.374  -2.239
H  4.320  3.334  -3.700
H  6.278  1.580  -1.968
H  5.089  0.340  -1.601
H  5.598  1.498  -0.342
H  3.544  0.681  -0.177
H  2.445  3.496  -2.729
H  0.705  4.764  -2.887
H  -0.783  4.309  -2.163
H  -0.793  2.617  -0.571
O  -2.110  1.874  0.808
C  -1.707  1.284  1.793
O  -0.681  0.506  1.894
C  -2.529  1.435  3.079
N  -1.741  0.871  4.251
C  -2.579  -0.193  4.920
C  -3.995  0.174  4.517
C  -3.828  0.622  3.066
H  -2.712  2.489  3.270
H  -1.489  1.612  4.901
H  -0.874  0.501  3.833
H  -2.377  -0.195  5.987
H  -2.273  -1.147  4.495
H  -4.369  0.993  5.135
H  -4.674  -0.668  4.633
H  -4.657  1.220  2.698
H  -3.722  -0.244  2.408
C  -1.755  -4.366  0.360
C  -2.041  -3.036  1.023
N  -1.068  -2.057  0.564
C  -0.477  -2.068  -0.649
N  0.342  -1.065  -0.955
C  0.863  -0.986  -2.320
C  1.124  -2.366  -2.890
C  -0.160  -3.160  -2.824
N  -0.716  -3.107  -1.473
C  -1.689  -4.148  -1.137
H  -2.539  -5.085  0.594
H  -0.807  -4.769  0.720
H  -1.960  -3.114  2.107
H  -3.060  -2.715  0.782
H  -0.946  -1.211  1.101
H  1.785  -0.409  -2.295
H  0.156  -0.445  -2.959
H  1.901  -2.866  -2.309
H  1.464  -2.298  -3.923
H  0.017  -4.208  -3.065
H  -0.892  -2.776  -3.541
H  -1.372  -5.060  -1.640
H  -2.675  -3.882  -1.532

⟨S²⟩: 2.00
Total energy in eV: -38102.0882
Frontier orbital gap (spin up / spin down) in eV: 9.154 / 7.248
ΔE to the lowest compared entry with this formula, charge and spin in eV: 0.0000
Spin multiplicity: 3
Net charge: +2
Molecular weight in Da: 489.9

Here are the Mulliken charges for atoms 1 to 4, given in e: Pd 0.39; C -1.06; N 0.11; C -1.15

[5]
The following is a DFT calculation (the ωB97M-V functional and the def2-TZVPD basis) of C31H31BaN8O6S2 as an isolated structure in a non-equilibrium geometry.

Atoms and positions in Å:
Ba  -0.773  -0.322  0.728
C  -2.477  -1.780  4.466
C  -1.325  -0.830  4.462
N  -0.745  -0.329  3.392
C  0.310  0.460  3.851
C  0.340  0.419  5.223
N  -0.705  -0.389  5.573
C  1.119  1.013  6.348
O  2.148  1.770  6.079
O  0.753  0.755  7.478
C  1.260  1.100  2.862
O  2.147  1.858  3.300
O  1.073  0.781  1.649
H  -3.063  -1.642  3.556
H  -3.118  -1.621  5.335
H  -2.117  -2.811  4.485
H  -0.906  -0.621  6.532
H  2.314  1.847  5.061
N  2.086  0.541  -1.220
N  2.625  1.680  -1.823
C  1.896  2.783  -2.055
N  2.499  3.656  -2.924
S  0.401  3.039  -1.381
H  1.160  0.427  -1.626
H  1.971  0.735  -0.228
H  3.450  1.510  -2.365
H  3.502  3.632  -3.001
H  2.085  4.570  -2.926
C  -7.534  -4.543  -1.853
C  -6.533  -3.491  -1.431
C  -6.939  -2.175  -1.201
C  -6.020  -1.197  -0.847
C  -4.678  -1.550  -0.715
C  -4.245  -2.851  -0.936
C  -5.181  -3.810  -1.292
S  -3.541  -0.306  -0.222
O  -4.290  0.925  -0.265
O  -3.056  -0.702  1.123
N  -2.265  -0.310  -1.101
C  -2.201  -0.055  -2.491
C  -3.280  -0.145  -3.384
C  -3.046  0.036  -4.733
C  -1.762  0.316  -5.179
C  -0.764  0.400  -4.226
N  -0.965  0.213  -2.916
H  -8.510  -4.373  -1.393
H  -7.195  -5.543  -1.577
H  -7.677  -4.534  -2.938
H  -7.989  -1.911  -1.302
H  -6.324  -0.170  -0.670
H  -3.191  -3.118  -0.841
H  -4.842  -4.828  -1.474
H  -4.277  -0.352  -3.021
H  -3.866  -0.041  -5.436
H  -1.540  0.462  -6.228
H  0.256  0.632  -4.523
C  -1.988  -4.905  -2.837
C  -1.363  -3.683  -3.071
C  -0.648  -3.041  -2.063
C  -0.552  -3.568  -0.766
C  -1.218  -4.797  -0.537
C  -1.900  -5.455  -1.555
N  0.131  -2.853  0.219
C  0.962  -3.549  1.086
C  1.449  -4.873  0.921
C  2.298  -5.465  1.854
C  2.729  -4.787  2.993
C  2.311  -3.467  3.148
C  1.467  -2.869  2.224
H  -2.526  -5.416  -3.629
H  -1.419  -3.223  -4.053
H  -0.141  -2.105  -2.268
H  -1.200  -5.220  0.462
H  -2.385  -6.405  -1.341
H  1.172  -5.435  0.038
H  2.639  -6.482  1.677
H  3.385  -5.257  3.717
H  2.658  -2.884  3.996
H  1.218  -1.829  2.349

Total energy in eV: -79226.2340
Frontier orbital gap in eV: 6.031
Net charge: -1
Molecular weight in Da: 813.1

Here are the Mulliken charges for atoms 1 to 4, given in e: Ba 1.85; C -1.19; C 0.09; N 0.26

[6]
The following is a DFT calculation (the ωB97M-V functional and the def2-TZVPD basis) of one molecule with the formula C5H8O.

Atoms and positions in Å:
C  -1.764  1.619  1.284
C  -1.026  0.734  0.383
C  -0.440  0.129  -0.480
C  0.451  -0.603  -1.382
C  1.635  -1.128  -0.550
O  1.204  -1.719  0.651
H  -1.185  1.862  2.179
H  -1.968  2.555  0.757
H  -2.717  1.192  1.608
H  -0.085  -1.424  -1.870
H  0.810  0.073  -2.168
H  2.176  -1.899  -1.111
H  2.328  -0.291  -0.362
H  0.580  -1.100  1.061

SMILES string: CC#CCCO
Total energy in eV: -7360.3300
Frontier orbital gap in eV: 10.590
ΔE to the lowest compared entry with this formula, charge and spin in eV: 1.9253
Net charge: 0
Molecular weight in Da: 84.1

Here are the natural (NBO) charges for atoms 1 to 4, given in e: C -0.68; C -0.01; C -0.04; C -0.50